(1)
19
Properties=species:S:1:pos:R:3:lowdin_charge:R:1 method="wB97M-V/def2-TZVPD" homo_ev=-8.7 orbital_gap_ev=9.615 smiles="C=N/C=C/CCCO" e_tot_ev=-9934.5004 lumo_ev=0.88 e_above_lowest_kcal_mol=91.2
C -1.10484 -2.12943 2.92220 -0.020
N -0.26176 -2.32306 1.97312 -0.017
C 0.21512 -1.25175 1.15394 -0.162
C 0.22974 -1.41508 -0.18861 -0.122
C 0.69013 -0.41930 -1.19613 -0.192
C 0.00442 1.01134 -0.92764 -0.197
C 0.63456 2.25841 -1.39046 -0.285
O -0.40308 3.20055 -1.78175 -0.128
H -1.47056 -1.23489 3.28448 0.051
H -1.45187 -2.95223 3.37420 0.022
H 0.36074 -0.33229 1.72466 0.107
H -0.05972 -2.35027 -0.47062 0.069
H 1.75520 -0.39766 -0.95310 0.095
H 0.68075 -0.92565 -2.30905 0.157
H -0.20976 0.95471 0.21159 0.115
H -0.98615 0.85878 -1.36542 0.113
H 1.50964 2.15291 -2.18953 0.152
H 1.04085 2.89043 -0.48476 0.138
H -0.12696 3.66807 -2.62008 0.103


(2)
19
Properties=species:S:1:pos:R:3:lowdin_charge:R:1 method="wB97M-V/def2-TZVPD" homo_ev=-8.6 orbital_gap_ev=9.195 e_tot_ev=-9930.6606 lumo_ev=0.61 e_above_lowest_kcal_mol=179.7
C 1.63544 -1.89614 0.23493 -0.079
C 1.75658 -0.21761 0.05099 -0.050
C 0.64310 0.57042 0.08021 -0.320
C 0.63109 2.00183 -0.55887 -0.088
C -0.66603 0.02486 0.07010 -0.459
C -1.78307 0.34701 1.00765 -0.058
H 1.58078 -2.35457 -0.67717 -0.004
H 2.63952 -2.15174 0.73343 0.063
H 0.69002 -2.17839 0.98534 0.124
H 2.63603 0.20821 -0.49084 0.095
H 1.62241 2.34657 -1.30023 0.134
H 0.60022 2.71352 0.32666 0.061
H -0.33007 2.32154 -1.25588 0.117
H -2.59861 0.82625 0.29418 0.111
H -1.64585 1.35214 1.70574 0.116
H -2.18191 -0.42508 1.87650 0.141
H -2.50136 -1.53709 -1.59659 0.225
N -0.72350 -0.91813 -0.75425 0.037
O -2.00479 -1.03360 -0.73191 -0.168


(3)
19
Properties=species:S:1:pos:R:3:lowdin_charge:R:1 method="wB97M-V/def2-TZVPD" homo_ev=-8.1 orbital_gap_ev=8.970 smiles=C[C@@H]1NC[C@@]2(O)C[C@@H]12 e_tot_ev=-9931.5728 lumo_ev=0.92 e_above_lowest_kcal_mol=158.7
C 1.84460 1.18139 1.24721 -0.087
C 0.71124 0.22353 0.82694 -0.411
N 0.96754 -1.22559 0.36327 -0.005
C 0.18025 -1.15625 -1.04244 -0.140
C -0.96851 -0.28415 -0.73967 -0.407
O -1.73361 -0.88939 0.31626 -0.034
C -1.45051 1.12262 -0.86126 0.011
C -0.00426 1.01789 -0.28527 -0.160
H 2.48054 1.04694 0.30702 0.087
H 2.12478 0.92224 2.33513 0.092
H 1.49551 2.35568 1.10387 0.133
H -0.13641 0.34896 1.59592 0.150
H 1.90998 -1.54220 0.32140 0.078
H 0.93806 -0.61574 -1.72545 0.116
H 0.30638 -2.31539 -1.57515 0.170
H -0.92847 -1.24830 0.79640 0.082
H -1.27587 1.55432 -1.83228 0.103
H -2.39741 1.32717 -0.26422 0.144
H 0.70210 1.23035 -1.00872 0.079


(4)
19
Properties=species:S:1:pos:R:3:lowdin_charge:R:1 method="wB97M-V/def2-TZVPD" homo_ev=-9.1 orbital_gap_ev=9.973 smiles="CNC(C)=O.C#CC" e_tot_ev=-9935.4849 lumo_ev=0.87 e_above_lowest_kcal_mol=68.5
C -1.31837 0.85038 1.71532 -0.112
N -1.28698 0.81600 0.30926 -0.029
C -0.17413 1.18475 -0.41520 -0.579
C -0.31706 0.92760 -1.90249 -0.013
O 0.71648 1.84855 0.06936 0.047
H -1.01504 -0.32007 2.02945 0.078
H -0.45154 1.38298 2.10174 0.082
H -2.24161 1.26590 2.11523 0.080
H -1.98005 0.24592 -0.14893 0.134
H 0.64105 1.07731 -2.38893 0.080
H -0.66987 -0.07972 -2.09840 0.071
H -1.03083 1.63468 -2.32098 0.085
C 0.38562 -1.50572 1.59661 0.047
C 0.89214 -1.39540 0.49200 -0.161
C 1.69036 -1.53783 -0.71252 -0.101
H 0.43507 -1.68985 2.64137 0.049
H 2.54095 -2.19906 -0.53669 0.086
H 1.09312 -1.93928 -1.53245 0.079
H 2.09068 -0.56714 -1.01374 0.076


(5)
19
Properties=species:S:1:pos:R:3:lowdin_charge:R:1 method="wB97M-V/def2-TZVPD" homo_ev=-8.7 orbital_gap_ev=8.732 e_tot_ev=-9934.6308 lumo_ev=0.02 e_above_lowest_kcal_mol=88.2
C 1.80504 1.01875 1.14325 -0.055
C 1.12140 -0.28928 0.85872 -0.374
C 0.38152 -0.38054 -1.12222 -0.287
N 1.52633 -1.43546 1.23619 0.120
O 0.70365 0.65051 -1.70811 0.014
H 2.41061 -1.37843 1.75251 0.060
H 0.80062 -1.37958 -1.26820 0.133
H 1.26060 1.55713 1.92428 0.083
H 2.82600 0.86430 1.50026 0.078
H 1.83475 1.63009 0.24040 0.074
C -2.14727 0.18336 -1.42850 -0.076
C -1.17236 -0.60983 -0.59716 -0.332
C -0.77731 -0.12839 0.71423 -0.017
H -1.37090 -1.68146 -0.61368 0.135
H -1.76099 1.04326 -1.97843 0.076
H -2.99366 0.62562 -0.89506 0.075
H -2.59350 -0.45691 -2.19477 0.077
H -0.86764 0.94304 0.87694 0.113
H -0.98689 -0.77618 1.55934 0.102


(6)
19
Properties=species:S:1:pos:R:3:lowdin_charge:R:1 method="wB97M-V/def2-TZVPD" homo_ev=-7.8 orbital_gap_ev=8.425 smiles="CC1=C(O)[C@@H](C)[C@@H]1N" e_tot_ev=-9936.2749 lumo_ev=0.67 e_above_lowest_kcal_mol=50.3
C 1.41662 1.45767 1.29674 -0.036
C 0.62017 0.49988 0.44254 -0.189
C 0.51533 -0.84976 0.41964 -0.335
O 1.05513 -1.81566 1.05192 0.131
C -0.67766 -0.79236 -0.55370 -0.252
C -2.03884 -0.99781 0.11072 -0.060
C -0.27171 0.69000 -0.76735 -0.303
N 0.52132 0.81391 -1.99454 0.031
H 0.84256 1.63168 2.21653 0.074
H 1.54480 2.42908 0.81636 0.069
H 2.35413 1.01258 1.63882 0.075
H 0.67962 -2.65435 0.72998 0.139
H -0.59025 -1.43918 -1.43704 0.136
H -2.83999 -0.94802 -0.63302 0.077
H -2.08893 -1.97703 0.59820 0.073
H -2.24088 -0.23424 0.87132 0.086
H -1.07760 1.42527 -0.68475 0.143
H 1.21377 0.07129 -2.10101 0.077
H 1.06241 1.67703 -2.02138 0.066


(7)
19
Properties=species:S:1:pos:R:3:lowdin_charge:R:1 method="wB97M-V/def2-TZVPD" homo_ev=-7.9 orbital_gap_ev=5.822 e_tot_ev=-9929.6289 lumo_ev=-2.04 e_above_lowest_kcal_mol=203.5
C -2.04909 1.00080 -0.40060 -0.311
C -1.46033 -0.32220 0.17931 -0.215
C -0.23106 -0.24344 0.99023 -0.002
C 0.95173 -0.28987 0.26691 -0.103
C 2.16150 -0.73080 0.72078 0.032
C 3.42036 -0.50457 -0.07700 -0.501
O 3.41255 0.57228 -0.81034 -0.170
N -3.37314 0.63039 -1.25351 0.009
H -2.37875 1.45564 0.53876 0.113
H -1.18895 1.68930 -0.61382 0.135
H -2.29753 -0.64877 0.79140 0.114
H -1.35526 -0.98408 -0.68477 0.125
H -0.21685 -0.38077 2.06092 0.119
H 0.88835 0.04645 -0.76603 0.134
H 2.18507 -1.41410 1.56867 0.122
H 4.22774 -0.56200 0.69084 0.143
H 3.52475 -1.51218 -0.54661 0.146
H -3.92040 1.45671 -1.02363 0.037
H -2.30070 0.74120 -1.63152 0.074


(8)
19
Properties=species:S:1:pos:R:3:lowdin_charge:R:1 method="wB97M-V/def2-TZVPD" s_squared=0.76 homo_ev="-13.0 / -13.0" orbital_gap_ev="8.632 / 4.636" spin_multiplicity=2 total_charge=+1 e_tot_ev=-9927.8059 lumo_ev="-4.34 / -8.33" e_above_lowest_kcal_mol=55.9
O -0.77812 3.63916 1.36517 0.084
C -0.79811 2.42390 1.23829 -0.247
C 0.35922 1.48041 1.26469 -0.126
C 0.02150 -0.03885 1.55191 -0.182
C -0.68963 -0.49734 0.34040 -0.182
N 0.71535 -1.93928 -2.82225 0.200
C 0.07041 -1.07184 -1.93965 -0.053
C 0.30036 -1.07893 -0.61697 0.031
H -1.71917 1.95838 1.11434 0.095
H 1.07886 1.86085 1.95712 0.118
H 0.86227 1.51364 0.28281 0.131
H -0.61301 -0.18340 2.39635 0.114
H 0.96281 -0.49588 1.81712 0.118
H -1.16107 0.36365 -0.16080 0.123
H -1.41423 -1.34619 0.62849 0.191
H 1.26322 -1.56530 -3.57220 0.132
H 1.25744 -2.70021 -2.29329 0.168
H -0.80290 -0.64075 -2.35882 0.142
H 1.08481 -1.68202 -0.19273 0.143


Repeat the fifth record exactly.
19
Properties=species:S:1:pos:R:3:lowdin_charge:R:1 method="wB97M-V/def2-TZVPD" homo_ev=-8.7 orbital_gap_ev=8.732 e_tot_ev=-9934.6308 lumo_ev=0.02 e_above_lowest_kcal_mol=88.2
C 1.80504 1.01875 1.14325 -0.055
C 1.12140 -0.28928 0.85872 -0.374
C 0.38152 -0.38054 -1.12222 -0.287
N 1.52633 -1.43546 1.23619 0.120
O 0.70365 0.65051 -1.70811 0.014
H 2.41061 -1.37843 1.75251 0.060
H 0.80062 -1.37958 -1.26820 0.133
H 1.26060 1.55713 1.92428 0.083
H 2.82600 0.86430 1.50026 0.078
H 1.83475 1.63009 0.24040 0.074
C -2.14727 0.18336 -1.42850 -0.076
C -1.17236 -0.60983 -0.59716 -0.332
C -0.77731 -0.12839 0.71423 -0.017
H -1.37090 -1.68146 -0.61368 0.135
H -1.76099 1.04326 -1.97843 0.076
H -2.99366 0.62562 -0.89506 0.075
H -2.59350 -0.45691 -2.19477 0.077
H -0.86764 0.94304 0.87694 0.113
H -0.98689 -0.77618 1.55934 0.102